(1)
Formula: C43H89IO13P
Source: the Open Molecules 2025 dataset
Level of theory: ωB97M-V/def2-TZVPD

Geometry as XYZ:
```
147
Properties=species:S:1:pos:R:3:lowdin_charge:R:1
C -7.89 -3.88 -0.96 -0.124
O -7.73 -4.21 -2.32 -0.227
C -6.44 -4.75 -2.60 -0.225
C -5.26 -3.80 -2.36 -0.197
C -4.38 -3.56 -3.60 -0.282
C -2.92 -3.95 -3.39 -0.392
P -2.02 -3.03 -1.94 0.463
C -1.08 -2.26 -0.44 -0.427
C 0.45 -2.21 -0.55 -0.372
C 1.13 -1.02 0.14 -0.624
I 0.35 -0.55 2.07 0.793
C -1.28 -1.73 -3.19 -0.323
C -1.13 -0.30 -2.67 -0.243
C -1.22 0.79 -3.73 -0.174
O -0.41 0.48 -4.88 -0.017
C 0.85 0.95 -4.93 -0.528
C 1.03 2.45 -5.04 0.008
O 1.81 0.21 -4.96 0.101
H -7.22 -4.46 -0.32 0.089
H -7.65 -2.83 -0.78 0.081
H -8.93 -4.05 -0.68 0.076
H -6.45 -5.10 -3.63 0.106
H -6.31 -5.64 -1.97 0.114
H -4.67 -4.21 -1.55 0.076
H -5.64 -2.84 -1.99 0.099
H -4.77 -4.19 -4.40 0.058
H -4.47 -2.53 -3.94 0.094
H -2.90 -5.01 -3.12 0.060
H -2.35 -3.87 -4.32 0.050
H -0.85 -3.93 -2.19 0.003
H -2.63 -4.01 -1.02 -0.032
H -3.19 -2.14 -1.71 0.009
H -1.48 -1.28 -0.18 0.017
H -1.33 -2.90 0.40 0.046
H 0.86 -3.11 -0.09 0.094
H 0.78 -2.23 -1.59 0.087
H 1.11 -0.14 -0.51 0.024
H 2.18 -1.25 0.32 0.023
H -1.95 -1.70 -4.05 0.061
H -0.31 -2.08 -3.54 0.066
H -0.13 -0.20 -2.23 0.083
H -1.84 -0.06 -1.87 0.101
H -0.88 1.73 -3.28 0.105
H -2.24 0.92 -4.07 0.123
H 0.65 2.85 -5.97 0.087
H 0.54 2.96 -4.21 0.075
H 2.10 2.64 -4.97 0.058
C -0.50 3.15 1.39 -0.052
C -1.30 4.29 0.82 -0.505
O -2.26 4.12 0.11 0.069
C -0.85 5.69 1.18 -0.030
H -0.93 2.20 1.07 0.035
H 0.53 3.21 1.05 0.086
H -0.51 3.19 2.48 0.072
H 0.17 5.85 0.84 0.081
H -0.88 5.82 2.27 0.075
H -1.51 6.42 0.72 0.077
C 2.61 -4.09 5.18 -0.024
C 2.81 -3.53 3.79 -0.514
O 2.16 -3.90 2.85 0.045
C 3.84 -2.44 3.66 -0.030
H 1.83 -4.85 5.16 0.081
H 3.53 -4.53 5.56 0.080
H 2.29 -3.26 5.82 0.050
H 4.83 -2.80 3.96 0.084
H 3.57 -1.60 4.30 0.053
H 3.88 -2.10 2.63 0.076
C -3.30 -5.03 -7.64 -0.019
C -3.60 -6.21 -6.73 -0.495
O -3.89 -6.05 -5.58 0.077
C -3.51 -7.59 -7.35 -0.029
H -3.40 -4.11 -7.07 0.081
H -2.29 -5.11 -8.03 0.083
H -4.00 -5.02 -8.47 0.080
H -2.50 -7.76 -7.73 0.080
H -4.22 -7.67 -8.18 0.079
H -3.74 -8.33 -6.60 0.078
C 4.57 5.10 -2.80 -0.033
C 4.57 3.84 -1.98 -0.504
O 4.64 3.86 -0.77 0.064
C 4.48 2.54 -2.74 -0.011
H 4.64 5.97 -2.15 0.081
H 5.42 5.10 -3.49 0.076
H 3.65 5.17 -3.39 0.086
H 5.33 2.45 -3.42 0.088
H 3.56 2.50 -3.33 0.062
H 4.49 1.70 -2.05 0.087
C -0.19 -0.71 8.67 -0.019
C 0.01 -1.34 7.32 -0.490
O 0.99 -2.00 7.05 0.046
C -1.06 -1.08 6.29 -0.008
H 0.65 -0.95 9.32 0.082
H -0.26 0.38 8.54 0.052
H -1.11 -1.07 9.12 0.085
H -1.16 -0.01 6.11 0.082
H -2.02 -1.47 6.64 0.087
H -0.80 -1.58 5.35 0.070
C -11.21 -7.67 -2.89 -0.029
C -10.76 -6.95 -4.14 -0.505
O -11.38 -7.05 -5.17 0.056
C -9.52 -6.11 -4.01 -0.023
H -12.12 -8.24 -3.10 0.075
H -10.43 -8.35 -2.55 0.082
H -11.42 -6.95 -2.09 0.082
H -8.67 -6.73 -3.71 0.090
H -9.65 -5.33 -3.26 0.076
H -9.29 -5.64 -4.96 0.088
C 3.01 0.84 7.01 -0.006
C 3.98 1.25 5.92 -0.482
O 4.39 0.44 5.12 0.071
C 4.41 2.69 5.89 -0.020
H 2.78 -0.22 6.92 0.067
H 3.44 1.04 7.99 0.091
H 2.08 1.41 6.91 0.069
H 4.90 2.97 6.82 0.087
H 3.53 3.34 5.75 0.080
H 5.09 2.85 5.07 0.054
C 8.86 5.56 4.88 -0.027
C 7.60 4.81 4.55 -0.498
O 6.63 4.85 5.28 0.062
C 7.60 4.00 3.28 -0.015
H 8.74 6.10 5.82 0.078
H 9.70 4.87 4.98 0.083
H 9.09 6.28 4.09 0.083
H 8.39 3.25 3.31 0.087
H 7.78 4.66 2.42 0.087
H 6.64 3.51 3.15 0.079
C -0.20 4.15 6.24 -0.015
C 0.17 3.68 7.63 -0.497
O -0.04 2.55 7.99 0.050
C 0.81 4.70 8.54 -0.017
H -0.65 3.33 5.69 0.080
H -0.91 4.97 6.30 0.087
H 0.70 4.49 5.71 0.084
H 0.14 5.55 8.69 0.085
H 1.74 5.06 8.10 0.085
H 1.02 4.24 9.50 0.082
C 7.08 7.86 -5.51 -0.025
C 5.61 7.53 -5.57 -0.509
O 4.88 7.70 -4.62 0.063
C 5.08 6.99 -6.88 -0.022
H 7.33 8.24 -4.53 0.081
H 7.67 6.96 -5.72 0.084
H 7.33 8.61 -6.26 0.083
H 5.59 6.06 -7.13 0.085
H 5.25 7.71 -7.68 0.083
H 4.01 6.80 -6.79 0.082
```

Computed properties:
- E_HOMO: -3.26 eV
- Total charge: -1
- Lowest unoccupied orbital energy: 1.6127 eV
- Electronic energy: -90037.9579 eV

(2)
Formula: C5H10N3
Source: the Open Molecules 2025 dataset
Level of theory: ωB97M-V/def2-TZVPD

Geometry as XYZ:
```
18
Properties=species:S:1:pos:R:3:nbo_charge:R:1
C -2.40 1.11 0.18 -0.285
C -2.58 -0.24 -0.17 -0.017
C -1.04 1.26 0.63 -0.010
C 2.80 0.89 -0.24 -0.770
C 1.98 -0.22 -0.16 0.165
N -1.32 -0.79 0.00 -0.016
N -0.46 0.06 0.60 -0.287
N -0.99 -2.15 0.10 -0.618
H -3.17 1.76 0.14 0.234
H -3.39 -0.79 -0.43 0.233
H -0.54 2.08 0.88 0.212
H 2.77 1.70 0.46 0.295
H 2.81 1.37 -1.24 0.273
H 3.74 0.40 -0.01 0.350
H 1.70 -0.56 0.85 0.249
H 1.84 -1.00 -0.97 0.233
H -1.75 -2.67 -0.36 0.396
H 0.00 -2.20 -0.25 0.364
```

Computed properties:
- E_HOMO: -12.46 eV
- Total charge: +1
- Lowest unoccupied orbital energy: -6.3196 eV
- ΔE to the lowest compared entry with this formula, charge and spin: 136.7 kcal/mol
- Electronic energy: -9805.8189 eV

(3)
Formula: C6H12O
Source: the Open Molecules 2025 dataset
Level of theory: ωB97M-V/def2-TZVPD

Geometry as XYZ:
```
19
Properties=species:S:1:pos:R:3:nbo_charge:R:1
C -2.34 1.81 0.13 -0.621
C -0.06 1.59 0.87 0.156
O 1.13 1.11 1.28 -0.687
C -1.13 0.93 0.43 -0.340
C 0.69 -2.25 0.52 -0.416
C 1.60 -1.64 -0.24 -0.189
C 1.29 -0.99 -1.55 -0.658
H -2.66 1.63 -0.90 0.204
H -2.21 2.91 0.24 0.213
H -3.15 1.53 0.80 0.206
H -0.01 2.67 0.85 0.166
H 1.12 0.16 1.09 0.487
H -1.18 -0.17 0.50 0.205
H -0.35 -2.36 0.22 0.195
H 0.98 -2.76 1.43 0.206
H 2.65 -1.66 0.06 0.205
H 1.39 0.11 -1.57 0.233
H 0.28 -1.25 -1.84 0.213
H 1.97 -1.35 -2.33 0.221
```

Computed properties:
- E_HOMO: -8.47 eV
- SMILES: C/C=C/O.C=CC
- Lowest unoccupied orbital energy: 1.0990 eV
- ΔE to the lowest compared entry with this formula, charge and spin: 43.2 kcal/mol
- Electronic energy: -8462.4785 eV

(4)
Formula: C3H7N3
Source: the Open Molecules 2025 dataset
Level of theory: ωB97M-V/def2-TZVPD

Geometry as XYZ:
```
13
Properties=species:S:1:pos:R:3:nbo_charge:R:1
C 0.91 -0.79 -0.05 -0.232
C 1.40 0.49 -0.03 -0.022
C -0.44 -1.07 0.52 -0.336
N 0.91 1.59 0.44 -0.587
N -1.17 0.15 0.62 -0.152
N -1.79 0.68 -0.41 -0.555
H 1.35 -1.45 -0.73 0.196
H 2.43 0.44 -0.37 0.167
H -0.92 -1.93 0.12 0.215
H -0.20 -1.36 1.60 0.215
H 1.49 2.21 0.89 0.338
H -2.14 1.63 -0.21 0.396
H -1.67 0.34 -1.40 0.357
```

Computed properties:
- E_HOMO (spin up / spin down): -8.00 / -6.89 eV
- Lowest unoccupied orbital energy (spin up / spin down): 1.0578 / -0.5969 eV
- ΔE to the lowest compared entry with this formula, charge and spin: 112.1 kcal/mol
- Electronic energy: -7689.8169 eV

(5)
Formula: C23H43CaCl2FN3O4Si
Source: the Open Molecules 2025 dataset
Level of theory: ωB97M-V/def2-TZVPD

Geometry as XYZ:
```
78
Properties=species:S:1:pos:R:3:lowdin_charge:R:1
C 3.33 -1.82 -3.03 -0.022
C 2.53 -1.43 -4.25 -0.231
H 3.62 -2.88 -3.09 0.070
H 2.74 -1.65 -2.12 0.087
H 4.25 -1.23 -2.95 0.089
C 2.53 -2.06 -5.42 -0.100
C 3.36 -3.26 -5.77 -0.098
H 1.89 -1.68 -6.23 0.111
H 3.42 -3.98 -4.95 0.066
H 4.38 -2.98 -6.07 0.079
H 2.91 -3.76 -6.63 0.065
Ca 0.25 0.13 4.33 0.931
Cl 1.72 -0.56 2.12 -0.313
C -0.39 2.18 2.32 -0.346
O -1.15 1.43 2.95 -0.130
N -0.86 3.04 1.43 -0.184
C -2.25 2.86 1.02 -0.027
C -0.09 4.17 0.93 -0.035
H 0.73 2.13 2.42 0.117
H -2.75 2.18 1.71 0.092
H -2.27 2.44 0.01 0.070
H -2.73 3.84 1.01 0.082
H 0.87 4.15 1.45 0.097
H -0.64 5.09 1.16 0.086
H 0.04 4.06 -0.15 0.076
H -3.79 2.13 7.39 0.090
H -1.92 2.27 9.40 0.086
C -3.53 1.08 7.44 -0.034
C -1.69 1.22 9.16 -0.041
N -2.12 0.94 7.80 -0.190
H -3.70 0.61 6.47 0.089
C -1.29 0.60 6.82 -0.332
O -1.72 0.40 5.67 -0.127
H -0.61 1.04 9.19 0.096
H -0.21 0.52 7.10 0.121
H -4.11 0.61 8.22 0.080
H -2.22 0.55 9.83 0.084
H 0.96 -4.63 3.00 0.095
H -0.12 -3.12 1.04 0.070
C -0.04 -4.68 3.46 -0.065
C -1.04 -3.48 1.50 -0.057
N -0.89 -3.61 2.95 -0.188
H 0.04 -4.54 4.54 0.051
C -1.34 -2.59 3.72 -0.410
O -1.59 -1.47 3.31 -0.077
H -1.85 -2.78 1.30 0.083
H -1.42 -2.86 4.80 0.096
H -0.51 -5.64 3.21 0.075
H -1.28 -4.46 1.12 0.077
O 0.37 -0.59 -3.59 -0.186
C 1.66 -0.20 -4.06 -0.313
C 0.44 0.48 -6.21 -0.043
C 1.53 0.62 -5.35 -0.191
H -0.37 -0.21 -5.94 0.121
C 0.41 1.21 -7.40 -0.085
H 2.13 0.43 -3.30 0.142
C 2.61 1.47 -5.68 -0.031
H -0.45 1.11 -8.07 0.099
C 1.47 2.07 -7.73 -0.104
C 2.58 2.20 -6.87 -0.089
H 3.46 1.51 -4.98 0.123
H 1.44 2.65 -8.66 0.095
H 3.41 2.86 -7.11 0.099
Si -0.60 0.20 -2.48 0.430
Cl 0.91 -2.06 5.90 -0.319
C -2.34 -0.37 -2.83 -0.152
C -0.41 2.07 -2.70 -0.148
C -0.05 -0.30 -0.76 -0.180
H -2.55 -0.34 -3.90 0.023
H -3.05 0.27 -2.30 0.026
H -2.46 -1.40 -2.48 0.031
H -0.15 -1.37 -0.61 0.019
H -0.67 0.20 -0.01 0.020
H 0.98 -0.02 -0.54 -0.012
H -0.54 2.34 -3.75 0.026
H 0.56 2.42 -2.37 0.031
H -1.19 2.57 -2.12 0.009
F 1.38 1.64 5.26 -0.743
```

Computed properties:
- E_HOMO: -5.20 eV
- Total charge: -1
- Lowest unoccupied orbital energy: 2.3162 eV
- ΔE to the lowest compared entry with this formula, charge and spin: 0.0 kcal/mol
- Electronic energy: -91297.8629 eV